# 1
{"formula": "C2H8S4", "method": "wB97M-V/def2-TZVPD", "charge": 0, "homo_energy_ev": -9.1, "elements": ["C", "S", "S", "H", "H", "H", "H", "C", "S", "S", "H", "H", "H", "H"], "coordinates": [[0.212, -2.447, 0.112], [2.046, -2.113, 0.218], [2.404, -1.155, -1.656], [0.138, -3.125, -0.755], [-0.496, -1.613, -0.032], [-0.080, -3.003, 1.019], [2.583, 0.105, -1.208], [-1.505, 1.655, -0.422], [0.012, 2.631, -0.113], [-0.175, 2.949, 1.898], [-2.399, 2.297, -0.356], [-1.567, 0.882, 0.361], [-1.500, 1.158, -1.407], [0.328, 1.777, 2.340]], "lowdin_charge": [-0.472, 0.336, 0.279, 0.019, 0.021, 0.029, -0.216, -0.495, 0.319, 0.291, 0.031, 0.013, 0.036, -0.192]}

# 2
{"formula": "C9H9N5OPdS2Si", "method": "wB97M-V/def2-TZVPD", "charge": -2, "homo_energy_ev": [-2.1, -2.6], "spin_multiplicity": 3, "elements": ["Pd", "S", "C", "S", "C", "C", "N", "C", "N", "C", "Si", "C", "C", "O", "H", "H", "H", "H", "H", "H", "H", "H", "H", "N", "C", "N", "C", "N"], "coordinates": [[4.715, 7.015, 10.944], [3.507, 6.044, 9.058], [4.978, 5.325, 8.415], [6.242, 5.594, 9.499], [5.064, 4.809, 7.148], [6.120, 4.012, 6.748], [6.961, 3.310, 6.437], [4.053, 5.061, 6.199], [3.190, 5.317, 5.483], [6.198, 6.715, 15.044], [5.261, 7.913, 13.912], [6.383, 9.257, 13.070], [4.209, 8.961, 15.213], [4.284, 7.178, 12.966], [6.926, 7.178, 15.678], [6.798, 5.969, 14.433], [5.405, 6.259, 15.619], [7.097, 9.685, 13.766], [5.699, 10.025, 12.600], [7.077, 8.836, 12.295], [4.829, 9.387, 16.022], [3.441, 8.305, 15.697], [3.621, 9.825, 14.778], [4.929, 8.948, 10.018], [5.764, 9.738, 9.894], [6.612, 10.714, 10.036], [7.284, 11.254, 9.036], [7.881, 11.843, 8.233]], "lowdin_spin": [1.228, 0.277, 0.025, 0.231, 0.013, 0.007, 0.006, 0.008, 0.006, 0.001, 0.007, 0.001, 0.000, 0.092, 0.000, 0.000, 0.000, 0.000, 0.000, 0.001, 0.000, 0.000, 0.000, 0.062, 0.019, 0.010, 0.001, 0.005]}

# 3
{"formula": "C2HBr2ClOS", "method": "wB97M-V/def2-TZVPD", "charge": 0, "homo_energy_ev": -10.0, "elements": ["C", "C", "O", "S", "Cl", "Br", "Br", "H"], "coordinates": [[0.212, 0.467, -0.478], [0.510, -0.743, -0.983], [-1.514, 1.780, 1.343], [-0.989, 0.427, 1.077], [0.364, 0.131, 2.607], [1.337, -1.141, -2.661], [-0.113, -2.358, 0.069], [0.192, 1.437, -0.974]], "lowdin_charge": [-0.367, -1.131, -0.559, 0.505, 0.212, 0.679, 0.578, 0.083]}

# 4
{"formula": "C2F6NO3S2Yb", "method": "wB97M-V/def2-TZVPD", "charge": 1, "homo_energy_ev": [-13.9, -13.9], "spin_multiplicity": 3, "elements": ["N", "S", "O", "C", "F", "F", "F", "S", "O", "O", "C", "F", "F", "F", "Yb"], "coordinates": [[1.365, 0.720, 0.462], [1.071, -0.324, 1.726], [-1.708, -3.216, -0.033], [-0.543, 0.260, 2.393], [-1.058, 1.304, 1.754], [-0.420, 0.581, 3.673], [-1.383, -0.765, 2.286], [1.179, 0.239, -1.041], [0.948, -1.236, -1.236], [2.299, 0.760, -1.819], [-0.282, 1.006, -1.918], [-1.089, 0.040, -2.339], [-0.919, 1.826, -1.105], [0.142, 1.682, -2.971], [0.399, -2.878, 0.168]], "lowdin_spin": [0.000, -0.003, 1.012, 0.000, 0.000, 0.000, -0.001, 0.000, 0.003, 0.000, 0.000, 0.001, 0.000, 0.000, 0.989]}

Calculated ΔE to the lowest compared entry with this formula, charge and spin in order - 27.6, 0.0, 38.0, 0.0 kJ/mol